## one
Molecular formula: C22H51AlBN4O2Si2
Method: DFT, ωB97M-V with the def2-TZVPD basis set

Each line ends with the Mulliken charge.
Geometry (Å):
O -0.4104 -1.2422 -3.1756  1.518
O 0.8935 1.0674 -5.3813  0.063
C 0.3854 -2.4954 -3.6545  -0.093
C -0.4268 -3.7282 -3.3855  -1.130
H 1.3248 -2.4546 -3.0909  0.122
H 0.5640 -2.2698 -4.7099  0.397
H -0.5857 -3.8774 -2.3095  0.183
H 0.1066 -4.6119 -3.7454  0.472
H -1.3848 -3.6988 -3.9139  0.291
C -1.5783 -0.7267 -3.9297  0.554
C -1.4477 -1.0433 -5.3877  -1.705
H -1.5835 0.3524 -3.7420  -0.167
H -2.4746 -1.1823 -3.4875  0.251
H -0.5475 -0.5882 -5.8183  0.191
H -2.3113 -0.5962 -5.8928  0.471
H -1.4607 -2.1194 -5.5924  0.450
C 0.4667 2.4036 -5.1352  -0.178
C 2.2290 0.8520 -5.8364  -0.144
C -0.7241 2.7490 -6.0134  -1.271
H 1.2949 3.1056 -5.3098  0.539
H 0.1856 2.4504 -4.0704  -0.034
H -0.4428 2.7488 -7.0768  0.308
H -1.0755 3.7553 -5.7667  0.431
H -1.5523 2.0435 -5.8681  0.163
C 2.2934 0.8112 -7.3552  -1.364
H 2.5389 -0.1138 -5.4053  0.109
H 2.8929 1.6348 -5.4337  0.398
H 1.5431 0.1263 -7.7682  0.258
H 3.2830 0.4676 -7.6669  0.432
H 2.1294 1.8126 -7.7719  0.327
H -0.4226 -1.1389 -2.1496  -1.038
Al -0.0345 -0.2780 0.0002  -1.716
C 1.2597 0.0011 -1.5077  1.984
Si 3.0552 0.5109 -1.2948  0.166
H 1.4539 -0.9397 -2.0371  -1.415
H 0.8649 0.7104 -2.2578  -0.262
C 4.1164 -0.5527 -2.4258  -1.134
C 3.7005 0.2673 0.4390  -0.929
C 3.2367 2.2943 -1.8182  -0.935
C -1.8001 -1.0964 -0.4421  -0.822
Si -3.3058 0.0344 -0.5723  0.748
H -1.9653 -1.6630 0.5087  0.573
H -1.9272 -1.8995 -1.2016  0.640
C -4.6302 -0.8917 -1.5387  -1.310
C -3.0356 1.6383 -1.5146  -1.026
C -3.9198 0.3672 1.1643  -1.165
H 2.6485 2.4993 -2.7225  0.169
H 4.2910 2.5192 -2.0286  0.367
H 2.8923 2.9660 -1.0223  0.304
H 3.8868 -1.6158 -2.3007  0.341
H 5.1783 -0.4219 -2.1872  0.415
H 3.9736 -0.2996 -3.4814  0.213
H 3.2464 -0.6156 0.9135  0.175
H 3.4717 1.1433 1.0614  0.222
H 4.7937 0.1261 0.4157  0.484
H -3.5953 1.6039 -2.4598  0.403
H -1.9860 1.8474 -1.7548  0.083
H -3.4263 2.4741 -0.9185  0.476
H -4.7671 1.0658 1.1526  0.347
H -3.1380 0.7847 1.8107  0.288
H -4.2509 -0.5797 1.6126  0.313
H -5.6184 -0.5180 -1.2430  0.355
H -4.5842 -1.9648 -1.3179  0.344
H -4.5167 -0.7587 -2.6213  0.319
B 1.4397 0.2106 3.0472  0.041
N 1.2123 -1.2385 2.5142  -0.155
C 1.5040 -2.4048 3.1187  -0.313
C 1.1888 -3.4513 2.2461  -1.155
C 0.7303 -2.8537 1.0741  -0.114
N 0.7239 -1.5086 1.2365  0.928
N 0.4255 1.2509 2.4704  -0.120
C -0.0596 2.3241 3.1143  -0.258
C -0.8814 3.0423 2.2463  -1.232
C -0.8418 2.3571 1.0314  -0.336
N -0.0949 1.2336 1.1762  1.281
H 2.5852 0.5683 2.8692  -0.050
H 1.3395 0.1988 4.2596  -0.130
H 1.9122 -2.4283 4.1181  0.472
H 1.2552 -4.5058 2.4376  0.459
H 0.4112 -3.3097 0.1429  0.413
H 0.2153 2.5220 4.1424  0.466
H -1.4632 3.9194 2.4630  0.441
H -1.2923 2.6294 0.0866  0.547

Its HOMO-LUMO gap is 9.333 eV. The total charge is +1.



## two
Molecular formula: C22H51AlBN4O2Si2
Method: DFT, ωB97M-V with the def2-TZVPD basis set

Each line ends with the Mulliken charge.
Geometry (Å):
O 2.0518 -0.0632 -0.4645  0.766
O 0.0570 -1.5851 -4.4949  -0.296
C 2.7973 1.0602 -1.2101  -0.142
C 4.1498 1.1519 -0.5710  -1.165
H 2.1791 1.9630 -1.1166  0.254
H 2.8222 0.7276 -2.2392  0.519
H 4.0579 1.4770 0.4718  0.240
H 4.7744 1.8893 -1.0903  0.447
H 4.6428 0.1757 -0.6011  0.285
C 2.1037 -1.4737 -0.9226  1.064
C 2.8354 -1.6485 -2.2249  -1.601
H 1.0688 -1.8266 -0.9969  -0.164
H 2.6101 -1.9946 -0.1061  -0.212
H 2.2437 -1.2890 -3.0799  0.344
H 2.9498 -2.7272 -2.3853  0.481
H 3.8473 -1.2138 -2.2299  0.390
C -0.9941 -2.2877 -3.8552  0.150
C -0.3094 -0.3645 -5.1079  0.151
C -0.5213 -3.7242 -3.6984  -1.245
H -1.9106 -2.2639 -4.4756  0.510
H -1.2456 -1.8633 -2.8646  -0.151
H -0.1687 -4.1090 -4.6613  0.317
H -1.3513 -4.3579 -3.3593  0.408
H 0.3110 -3.7873 -2.9895  0.178
C 0.3310 -0.3547 -6.4845  -1.377
H 0.0592 0.4833 -4.5204  -0.063
H -1.3999 -0.2533 -5.2062  0.441
H 1.4108 -0.5139 -6.4078  0.292
H 0.1338 0.5976 -6.9891  0.407
H -0.0785 -1.1741 -7.0853  0.310
H 1.1516 0.2681 0.0277  -0.800
Al -0.1793 0.6511 1.6914  -1.714
C -0.5029 1.0062 -0.2950  0.899
Si -1.8899 2.0731 -1.0145  0.068
H 0.3049 1.5751 -0.7828  -0.363
H -0.5944 0.0593 -0.8638  -0.228
C -1.1887 3.0757 -2.4383  -1.111
C -2.6704 3.2723 0.1640  -0.943
C -3.1944 0.9122 -1.7165  -0.883
C 1.3559 -0.4113 2.3651  -0.620
Si 1.1465 -2.2470 2.7472  0.735
H 1.3884 0.0770 3.3731  0.536
H 2.3995 -0.2502 2.0271  0.435
C 2.8423 -3.0443 2.7307  -1.344
C 0.1157 -3.1589 1.4846  -0.883
C 0.3921 -2.4721 4.4494  -1.152
H -2.7333 0.0839 -2.2760  0.137
H -3.8408 1.4799 -2.4062  0.381
H -3.8198 0.4922 -0.9132  0.287
H -0.2514 3.5543 -2.1231  0.338
H -1.8753 3.8761 -2.7528  0.410
H -0.9729 2.4454 -3.3106  0.192
H -1.9399 3.6616 0.8834  0.202
H -3.4860 2.8064 0.7267  0.273
H -3.0697 4.1153 -0.4159  0.475
H 0.7503 -3.8764 0.9437  0.422
H -0.3641 -2.5077 0.7429  0.011
H -0.6728 -3.7245 2.0017  0.459
H 0.1341 -3.5228 4.6368  0.351
H -0.5203 -1.8740 4.5847  0.258
H 1.1105 -2.1507 5.2188  0.307
H 2.8489 -3.8917 3.4279  0.346
H 3.6224 -2.3403 3.0424  0.370
H 3.1053 -3.4215 1.7347  0.318
B -2.3114 2.4273 3.6916  0.078
N -0.8505 2.9326 3.4366  -0.096
C -0.2623 4.0076 3.9858  -0.370
C 1.0277 4.1357 3.4576  -1.095
C 1.1806 3.0768 2.5644  -0.171
N 0.0454 2.3332 2.5524  0.963
N -2.5672 0.9104 3.3745  -0.124
C -3.5313 0.1515 3.9229  -0.310
C -3.5405 -1.0920 3.2944  -1.138
C -2.5034 -1.0615 2.3588  -0.466
N -1.8701 0.1413 2.4398  1.354
H -3.0850 3.1091 3.0349  -0.055
H -2.5674 2.5952 4.8728  -0.142
H -0.7692 4.6230 4.7167  0.458
H 1.7681 4.8697 3.7130  0.456
H 2.0361 2.8151 1.9611  0.465
H -4.1664 0.5374 4.7139  0.456
H -4.1816 -1.9280 3.5114  0.438
H -2.2114 -1.8262 1.6685  0.596

Its HOMO-LUMO gap is 9.491 eV. The total charge is +1.



Q: What are the energies relative to the best structure? A: one 0.0; two 3.9, in kcal/mol.



## one
Molecular formula: C8H17N2
Method: DFT, ωB97M-V with the def2-TZVPD basis set

Each line ends with the Mulliken charge.
Geometry (Å):
C -1.6523 -0.8402 0.8102  -0.058
C -0.3343 1.1771 -0.2587  -0.596
C -1.8164 0.9994 -0.6092  -0.856
C 2.0830 0.1250 1.4365  -1.272
C 1.9529 -1.7044 -0.2718  -1.864
C 2.6253 0.5576 -0.8638  -1.600
C -3.9212 -0.3492 0.0167  -0.808
C 1.6671 -0.2039 0.0243  1.468
N 0.3768 0.0382 -0.4535  -0.253
N -2.4284 -0.1109 0.1493  0.085
H -1.8748 -1.7137 1.3137  0.417
H -0.0861 1.8197 -1.2447  0.392
H -0.1316 1.7972 0.5713  0.484
H -2.4031 1.9573 -0.4122  0.424
H -2.0317 0.8517 -1.5956  0.475
H 3.1362 0.5934 1.3746  0.291
H 1.4154 0.6834 2.1905  0.309
H 2.3193 -0.8811 1.9829  0.348
H 1.2286 -2.2203 0.3706  0.405
H 2.9127 -1.8561 0.1304  0.503
H 1.7591 -1.9283 -1.2432  0.477
H 2.3111 1.6396 -0.6080  0.410
H 3.6840 0.3328 -0.6998  0.460
H 2.2077 0.4859 -1.9270  0.369
H -4.3208 -0.8129 0.9330  0.330
H -4.1219 -0.9650 -0.9100  0.338
H -4.5564 0.5278 -0.2065  0.321

Its HOMO-LUMO gap (spin up / spin down) is 7.268 / 8.739 eV. The total charge is +1.



## two
Molecular formula: C8H17N2
Method: DFT, ωB97M-V with the def2-TZVPD basis set

Each line ends with the Mulliken charge.
Geometry (Å):
C -1.7737 2.1801 -1.1366  -0.218
C 0.4069 1.4698 -0.9186  0.692
C -0.4396 1.0276 0.1855  -0.434
C 1.5704 2.4221 -0.5847  -1.478
C -0.7883 -2.5322 1.6414  -1.213
C 1.5739 -2.3309 0.9831  -1.164
C -0.2919 -1.9283 -0.6207  -1.076
C 0.1901 -2.3298 0.5280  0.800
N -0.6344 2.1157 -1.7667  -0.128
N -1.7549 1.6181 0.0638  -0.045
H -2.6492 2.7022 -1.4861  0.435
H 0.8750 0.8411 -1.7074  0.169
H 0.1069 1.0157 1.0827  0.477
H 1.4026 3.1953 0.1590  0.357
H 1.9838 3.0085 -1.4881  0.370
H 2.5611 1.9126 -0.4374  0.366
H -0.8748 -3.5609 1.9824  0.415
H -1.8690 -2.3706 1.2764  0.318
H -0.6121 -1.8813 2.4224  0.409
H 1.5333 -1.3460 1.4790  0.223
H 1.6956 -3.1387 1.8322  0.309
H 2.4050 -2.4289 0.2783  0.369
H 0.3014 -1.6860 -1.4542  0.401
H -0.7686 -0.4698 0.2999  -0.287
H -1.3640 -1.5510 -0.6951  0.478
H -0.2813 2.4202 -2.6539  0.234
H -2.5042 1.6254 0.7354  0.220

Its HOMO-LUMO gap is 8.815 eV. The total charge is +1.



## three
Molecular formula: C8H17N2
Method: DFT, ωB97M-V with the def2-TZVPD basis set

Each line ends with the Mulliken charge.
Geometry (Å):
C 1.9596 0.1353 -1.7767  0.270
C 1.4240 1.2073 -1.8694  -0.418
C 2.5026 -1.2053 -1.8998  -1.101
C -1.2332 -0.6130 2.4736  -1.524
C 0.6169 -1.6593 1.1970  -1.819
C 0.8949 0.7379 1.9866  -1.666
C -0.6318 0.0824 0.2997  -0.360
C -0.0937 -0.3662 1.5463  2.089
N -1.2792 0.3972 -0.5851  -0.457
N -2.7562 1.6759 -2.2479  -0.499
H 3.4175 -1.2298 -1.2212  0.299
H 1.7322 -1.8717 -1.5204  0.258
H 2.6732 -1.2185 -3.0139  0.300
H -0.9872 -0.6247 3.5196  0.405
H -1.7484 -1.6739 2.3463  0.321
H -2.1401 0.0663 2.3685  0.315
H 0.7596 -2.1970 2.0787  0.489
H 1.5812 -1.3532 0.8256  0.334
H 0.1096 -2.2059 0.4826  0.490
H 1.5883 0.8928 1.1301  0.377
H 1.3535 0.6280 2.8657  0.508
H 0.3601 1.7108 1.9570  0.373
H -2.6795 1.5155 -3.2194  0.366
H -2.4843 2.5979 -2.0482  0.339
H -3.7558 1.5672 -1.8995  0.380
H -2.0879 0.9116 -1.8006  0.498
H 0.9040 2.0925 -1.9751  0.432

Its HOMO-LUMO gap is 9.553 eV. The total charge is +1.



Q: What are the energies relative to the best structure? A: one 75.4; two 20.4; three 0.0, in kcal/mol.



## one
Molecular formula: C8H17N2
Method: DFT, ωB97M-V with the def2-TZVPD basis set

Each line ends with the Mulliken charge.
Geometry (Å):
C 0.8322 -1.8402 0.0069  0.178
C -0.4704 -2.0997 -0.0781  -0.779
C 0.2260 0.4618 0.0155  0.987
C 0.4490 1.3647 1.2724  -2.256
C 0.3150 1.3006 -1.2030  -1.550
C 2.6690 -0.2717 0.0879  -0.928
C -1.9186 -0.2928 -1.2626  -1.382
C -1.8198 -0.0490 1.2373  -1.155
N 1.2999 -0.6154 0.0650  0.201
N -1.1281 -0.3202 0.0010  0.198
H 1.4767 -2.6046 0.0964  0.540
H -1.2275 -2.6331 -0.5747  0.366
H 1.3317 1.7609 1.0010  0.705
H 0.4212 0.7474 2.2512  0.358
H -0.2184 2.0898 1.4291  0.587
H 0.7772 0.9122 -2.1039  0.455
H 1.0278 2.1247 -1.1035  0.435
H -0.7397 1.7627 -1.4064  0.232
H 2.9011 0.3074 0.8639  0.336
H 3.3134 -1.2393 -0.0213  0.278
H 2.8091 0.1167 -0.9293  0.386
H -2.3997 0.6938 -1.2975  0.481
H -1.3171 -0.3637 -2.0730  0.486
H -2.5610 -1.0527 -1.1243  0.544
H -2.0349 0.9383 1.5574  0.355
H -2.7123 -0.5961 1.3457  0.428
H -1.3017 -0.6022 1.9469  0.512

Its HOMO-LUMO gap is 9.765 eV. The total charge is +1.



## two
Molecular formula: C8H17N2
Method: DFT, ωB97M-V with the def2-TZVPD basis set

Each line ends with the Mulliken charge.
Geometry (Å):
C -2.8950 -1.3448 -1.1232  0.557
C -3.1878 -1.7103 0.0849  -0.659
C 0.9908 -1.2718 0.4222  -0.007
C -3.6602 -0.4708 0.8754  -0.902
C 1.9914 2.0891 -0.9362  -1.710
C 3.1565 1.3150 1.1214  -1.272
C 0.9853 0.2504 0.4032  -0.901
C 2.2598 0.8767 -0.0709  0.624
N 0.0537 -1.9837 -0.1143  -0.162
N -2.4695 -0.9747 -2.1853  -0.440
H -3.3726 -2.6276 0.4629  0.468
H -3.1962 0.5145 0.5499  0.271
H -3.3317 -0.6268 1.9354  0.297
H -4.7272 -0.2777 0.7810  0.307
H 1.5111 1.8810 -1.9399  0.391
H 2.8260 2.5763 -1.4213  0.439
H 1.3199 2.8486 -0.4883  0.364
H 3.9305 1.9717 0.6870  0.378
H 3.5581 0.4220 1.5598  0.360
H 2.5119 1.9993 1.7951  0.351
H 0.1691 0.5340 -0.2453  0.445
H 0.6930 0.5294 1.4021  0.439
H 2.7645 0.1665 -0.7765  0.261
H -0.0380 -3.0132 -0.2918  0.319
H -0.8750 -1.4234 -0.1804  0.039
H 1.9606 -1.7066 0.6484  0.465
H -2.9290 -0.5430 -2.9553  0.278

Its HOMO-LUMO gap is 7.851 eV. The total charge is +1.



Q: What are the energies relative to the best structure? A: one 36.9; two 0.0, in kcal/mol.



## one
Molecular formula: C6H10O3
Method: DFT, ωB97M-V with the def2-TZVPD basis set

Each line ends with the Mulliken charge.
Geometry (Å):
C 1.7359 -1.8582 -0.7016  0.081
C 1.8697 -1.1706 0.5985  0.120
C 2.0226 -0.0341 1.1976  -0.519
O 1.9667 -1.0850 -1.6975  -0.664
H 2.0314 -2.9256 -0.6978  0.392
H 0.6193 -1.8825 -0.1148  0.146
H 2.9052 0.1876 1.7863  0.267
H 1.2612 0.7371 1.2758  0.197
C -0.6407 0.8975 -1.8972  -0.474
C -1.9532 0.8834 1.5696  -1.082
C -1.4743 0.3284 0.2533  0.749
O -1.0828 1.3014 -0.5797  -0.322
O -1.3804 -0.8509 0.0020  -0.595
H -0.5669 1.8184 -2.4688  0.248
H -1.3702 0.2221 -2.3436  0.273
H 0.3274 0.3966 -1.8417  0.209
H -1.5053 1.8525 1.7796  0.345
H -3.0369 1.0070 1.5159  0.335
H -1.7288 0.1749 2.3642  0.293

Its HOMO-LUMO gap (spin up / spin down) is 8.436 / 8.438 eV.



## two
Molecular formula: C6H10O3
Method: DFT, ωB97M-V with the def2-TZVPD basis set

Each line ends with the Mulliken charge.
Geometry (Å):
C 0.5301 -1.8568 0.0738  -1.117
C 0.9456 -0.8478 -0.9425  1.016
O 1.2647 -1.4368 -2.1180  -0.496
C 1.1596 0.4797 -0.7609  -0.703
C 0.7126 1.2942 0.3496  0.230
O 1.3870 2.1758 0.8375  -0.581
C -0.7589 1.1113 0.9070  0.202
C -1.8252 0.6573 -0.0790  -1.288
O -0.7559 0.2472 2.0269  -0.589
H 0.0366 -1.4075 0.9308  0.370
H -0.1363 -2.5882 -0.3908  0.309
H 1.4260 -2.3884 0.4135  0.325
H 1.6291 -0.7868 -2.7345  0.325
H 1.7753 1.0121 -1.4761  0.270
H -1.0206 2.1280 1.2512  0.383
H -2.7798 0.6222 0.4197  0.371
H -1.8786 1.3448 -0.9034  0.378
H -1.6124 -0.3306 -0.4670  0.243
H -0.0990 0.5701 2.6621  0.350

Its HOMO-LUMO gap is 9.733 eV. The SMILES is C/C(O)=C\C(=O)[C@@H](C)O.



Q: What are the energies relative to the best structure? A: one 97.3; two 0.0, in kcal/mol.